# 1
{"formula": "C41H51ClN5O4PPb", "method": "ωB97M-V/def2-TZVPD", "homo_lumo_gap_ev": 7.263, "e_above_lowest_kcal_mol": 0.00, "e_homo_ev": -7.23, "species": ["Pb", "C", "O", "C", "C", "C", "C", "C", "C", "N", "N", "C", "C", "C", "C", "O", "C", "N", "C", "C", "C", "C", "H", "H", "H", "H", "H", "H", "H", "H", "H", "H", "H", "H", "N", "C", "C", "C", "C", "N", "H", "H", "H", "H", "H", "H", "H", "H", "H", "H", "H", "H", "Cl", "C", "C", "C", "C", "C", "C", "C", "O", "O", "H", "H", "H", "H", "C", "C", "C", "C", "P", "C", "C", "C", "C", "C", "C", "C", "C", "C", "C", "H", "H", "H", "H", "H", "H", "H", "H", "H", "H", "H", "H", "H", "H", "H", "H", "H", "H", "H", "H", "H", "H", "H"], "positions_angstrom": [[-0.3595, -0.9754, 0.3653], [-5.0743, 2.6338, -6.0902], [-3.9044, 3.0483, -5.4114], [-4.0592, 3.6500, -4.2036], [-5.2862, 3.9097, -3.6062], [-5.3191, 4.5431, -2.3696], [-4.1520, 4.8693, -1.7021], [-2.9224, 4.6351, -2.3225], [-2.8804, 4.0366, -3.5626], [-4.3130, 5.5513, -0.4461], [-3.6218, 5.2949, 0.5491], [-2.6740, 4.2156, 0.5540], [-1.3774, 4.5068, 0.8914], [-0.3712, 3.5345, 0.8739], [-0.6496, 2.2075, 0.5619], [0.2534, 1.2825, 0.5141], [-2.0330, 1.8786, 0.3109], [-2.3189, 0.5657, 0.0820], [-3.5564, 0.1993, -0.1537], [-4.6246, 1.1137, -0.1444], [-4.3694, 2.4317, 0.0961], [-3.0408, 2.8680, 0.3100], [-4.7393, 2.1679, -7.0125], [-5.7183, 3.4844, -6.3279], [-5.6376, 1.9056, -5.5007], [-6.2141, 3.6460, -4.0915], [-6.2681, 4.7817, -1.9055], [-2.0004, 4.9225, -1.8377], [-1.9371, 3.8517, -4.0590], [-1.1290, 5.5337, 1.1328], [0.6561, 3.8004, 1.0891], [-3.7168, -0.8520, -0.3548], [-5.6306, 0.7585, -0.3173], [-5.1796, 3.1471, 0.1335], [-0.9152, -0.2803, 2.7134], [0.1852, 0.0170, 3.6430], [1.2243, -1.0905, 3.6014], [0.6976, -2.4482, 4.0824], [1.2687, -3.6167, 3.2893], [0.7725, -3.5499, 1.9135], [-1.5039, 0.5356, 2.5818], [-1.5118, -1.0384, 3.0276], [-0.1884, 0.1564, 4.6634], [0.6279, 0.9606, 3.3210], [2.0901, -0.7925, 4.1978], [1.5810, -1.1840, 2.5701], [-0.3917, -2.5009, 3.9795], [0.9075, -2.5819, 5.1458], [1.0135, -4.5586, 3.7891], [2.3596, -3.5542, 3.2650], [-0.2285, -3.7256, 1.8968], [1.2193, -4.2431, 1.3263], [-6.0436, -7.8887, 0.8992], [-5.0302, -6.4828, 0.7561], [-4.7038, -6.0080, -0.5043], [-3.8964, -4.8875, -0.6107], [-3.4195, -4.2501, 0.5287], [-3.7592, -4.7429, 1.7830], [-4.5676, -5.8617, 1.9051], [-2.5414, -3.0349, 0.3933], [-2.2769, -2.6053, -0.7474], [-2.0760, -2.5206, 1.4595], [-5.0792, -6.5124, -1.3836], [-3.6230, -4.4902, -1.5788], [-3.3856, -4.2359, 2.6622], [-4.8406, -6.2522, 2.8754], [4.7246, -1.7744, 1.8283], [4.8416, -1.5909, 0.3096], [6.2547, -1.0955, 0.0032], [4.6136, -2.9503, -0.3578], [3.3965, -0.4674, -0.1305], [3.9622, 1.1523, 0.5305], [3.2364, 1.6493, 1.6120], [3.5751, 2.8521, 2.2178], [4.6454, 3.5904, 1.7397], [5.3766, 3.1160, 0.6584], [5.0416, 1.9082, 0.0664], [3.2726, -0.2296, -1.9995], [4.5511, -0.1976, -2.8375], [2.3965, -1.3736, -2.5306], [2.4989, 1.0824, -2.1959], [5.5072, -2.4553, 2.1760], [3.7558, -2.1953, 2.0994], [4.8432, -0.8258, 2.3566], [6.9735, -1.8579, 0.3203], [6.4846, -0.1830, 0.5529], [6.4180, -0.9119, -1.0568], [5.2995, -3.6874, 0.0696], [4.7991, -2.9138, -1.4316], [3.5918, -3.3045, -0.1975], [2.3729, 1.0972, 1.9570], [2.9934, 3.2160, 3.0560], [4.9103, 4.5320, 2.2035], [6.2141, 3.6868, 0.2773], [5.6367, 1.5567, -0.7639], [5.0828, -1.1488, -2.8054], [5.2368, 0.5922, -2.5375], [4.2818, -0.0121, -3.8821], [2.8650, -2.3495, -2.4035], [2.2177, -1.2258, -3.5994], [1.4259, -1.4023, -2.0337], [3.1254, 1.9519, -1.9974], [1.6318, 1.1472, -1.5328], [2.1494, 1.1422, -3.2308]]}



# 2
{"formula": "C3H7NO3", "method": "ωB97M-V/def2-TZVPD", "homo_lumo_gap_ev": 11.059, "e_above_lowest_kcal_mol": 19.76, "e_homo_ev": -10.33, "species": ["C", "C", "N", "C", "O", "O", "O", "H", "H", "H", "H", "H", "H", "H"], "positions_angstrom": [[0.6145, 0.0203, 0.1780], [0.5868, -1.3567, -0.4808], [-0.6913, 0.2936, 0.7892], [-1.7082, 0.7846, 0.0253], [1.5865, 0.0635, 1.1501], [0.8381, 1.0868, -0.7573], [-1.7848, 0.7294, -1.1820], [1.9443, 0.9614, 1.1814], [0.1565, 1.0633, -1.4532], [-0.7229, 0.3181, 1.7958], [-2.5733, 1.0760, 0.6451], [-0.2361, -1.4071, -1.1893], [1.5339, -1.5174, -0.9883], [0.4560, -2.1158, 0.2860]]}



# 3
{"formula": "C18H18N4O3S", "method": "ωB97M-V/def2-TZVPD", "homo_lumo_gap_ev": 8.048, "e_above_lowest_kcal_mol": 73.78, "e_homo_ev": -7.89, "species": ["C", "C", "O", "C", "C", "C", "C", "C", "C", "O", "H", "H", "H", "C", "N", "N", "C", "N", "N", "C", "S", "H", "C", "H", "H", "O", "C", "C", "C", "C", "C", "C", "H", "H", "H", "H", "H", "H", "H", "H", "H", "H", "H", "H"], "positions_angstrom": [[3.8492, -0.1193, 2.7257], [2.5639, -0.4264, 3.4860], [2.1289, -1.7605, 3.3045], [1.5429, -2.1172, 2.1141], [1.1989, -1.2693, 1.0865], [0.5754, -1.7688, -0.0657], [0.3120, -3.1325, -0.1714], [0.6585, -3.9885, 0.8552], [1.2694, -3.4979, 1.9996], [1.6006, -4.3386, 3.0044], [2.0151, -3.8169, 3.7071], [0.4637, -5.0470, 0.7935], [-0.1633, -3.5198, -1.0594], [0.1880, -0.8663, -1.1199], [0.4367, 0.3812, -0.9941], [0.0717, 1.2922, -1.9118], [-0.0297, 2.6230, -1.5749], [-0.3583, 3.3449, -2.5972], [-0.4570, 2.4829, -3.6320], [-0.2190, 1.1962, -3.2653], [-0.2339, -0.1041, -4.2657], [-0.6994, 2.7989, -4.5565], [0.1887, 3.1557, -0.1951], [1.2619, 3.3105, -0.0345], [-0.3175, 4.1286, -0.1276], [-0.1996, 2.2853, 0.8364], [-1.4620, 1.7517, 0.8133], [-1.6869, 0.6913, 1.6894], [-2.9176, 0.0700, 1.7281], [-3.9426, 0.4975, 0.8989], [-3.7256, 1.5600, 0.0422], [-2.4936, 2.1927, -0.0058], [-2.3545, 3.0243, -0.6794], [-4.5191, 1.9069, -0.6031], [-4.9031, 0.0061, 0.9225], [-3.0752, -0.7571, 2.4039], [-0.8795, 0.3647, 2.3242], [-0.3222, -1.2937, -1.9790], [1.3786, -0.2083, 1.1283], [1.7701, 0.2765, 3.2080], [2.7369, -0.3460, 4.5630], [3.6968, -0.2144, 1.6536], [4.6332, -0.8104, 3.0257], [4.1690, 0.8946, 2.9485]]}